No. 1
Entry from the OMol25 dataset: 11 unconnected molecules or ions with the total composition C7H36NO10 (the ωB97M-V functional and the def2-TZVPD basis).

As for the total energy: -1095.05890 hartree. For the HOMO-LUMO gap, the calculation gives 8.900 eV. As for the relative energy (zero: lowest compared OMol25 entry of this formula, charge and spin): 111.2 kcal per mole. As for the charge: +1.

```
54
C7H36NO10 the ωB97M-V functional and the def2-TZVPD basis
C -2.785 -0.323 3.774
C -2.456 0.242 2.381
C -1.187 0.966 2.616
C -0.821 2.293 1.737
C 2.081 2.112 -1.004
C 0.644 1.860 -0.455
C 0.362 2.156 0.857
N -2.491 -0.872 1.288
H -2.497 -1.336 3.727
H -3.822 -0.277 3.938
H -2.101 0.133 4.479
H -3.173 1.061 1.989
H -1.256 1.530 3.705
H -0.309 0.333 2.894
H -0.586 3.160 2.372
H -1.798 2.383 1.148
H 2.729 1.864 -0.209
H 2.334 1.458 -1.806
H 2.167 3.148 -1.397
H -0.082 1.373 -1.258
H 1.266 2.308 1.438
H -2.601 -0.413 0.112
H -1.595 -1.345 1.184
H -3.278 -1.441 1.434
H 1.521 -4.532 -0.198
H 2.493 -3.356 -0.068
O 2.132 -4.083 0.331
H 0.230 -1.284 -3.550
H -0.725 -2.622 -3.560
O -0.638 -1.591 -3.323
H -1.262 2.272 -3.346
H -1.468 3.317 -2.078
O -1.925 2.608 -2.660
H -1.494 -0.001 -1.713
H -1.540 -1.349 -1.932
O -1.591 -0.720 -1.188
H 1.274 -1.319 2.104
H 0.855 -1.923 3.484
O 0.442 -1.521 2.674
H 2.193 -2.379 -2.770
H 2.736 -1.993 -4.109
O 1.938 -2.238 -3.690
H -2.651 1.685 -1.306
H -4.059 1.655 -1.007
O -3.228 1.390 -0.574
H 3.373 -2.873 2.566
H 4.364 -2.075 3.175
O 4.266 -2.484 2.360
H 3.387 -2.164 -0.264
H 4.890 -2.387 -0.962
O 3.903 -2.021 -1.178
H 0.974 4.314 -1.575
H -0.350 5.048 -1.573
O -0.014 4.197 -1.943
```


No. 2
Entry from the OMol25 dataset: a molecular structure, C6H9NO (the ωB97M-V functional and the def2-TZVPD basis).

As for the total energy: -363.63555 hartree. For the HOMO-LUMO gap, the calculation gives 8.980 eV. As for the relative energy (zero: lowest compared OMol25 entry of this formula, charge and spin): 243.9 kcal per mole.

```
17
C6H9NO the ωB97M-V functional and the def2-TZVPD basis
C 1.348 0.373 -1.755
C 0.261 0.650 -0.928
C -1.212 0.424 0.617
C -1.345 -0.636 1.896
C -0.462 -0.846 0.720
C 0.838 -0.657 -0.779
H 2.417 1.000 -1.559
H 1.274 0.675 -2.872
H -0.674 0.736 -1.488
H 0.508 1.187 0.974
H -1.850 0.057 -0.318
H -0.953 -0.109 2.874
H -2.367 -0.994 1.965
H 0.638 -0.679 1.171
H 1.889 -0.752 -0.266
N -0.228 1.279 0.165
O -0.082 -1.708 -0.417
```


No. 3
Entry from the OMol25 dataset: a single C5H9ClO2S molecule (the ωB97M-V functional and the def2-TZVPD basis).

As for the total energy: -1204.63144 hartree. The spin multiplicity is 3. For the HOMO-LUMO gap (alpha / beta), the calculation gives 8.398 / 8.640 eV. As for the expectation value of S²: 2.01.

```
18
C5H9ClO2S the ωB97M-V functional and the def2-TZVPD basis
C 0.204 -0.748 -0.955
C 0.612 -1.799 0.062
C -0.379 -0.358 2.369
C 0.635 0.626 -0.639
C -0.239 1.812 -0.757
O -1.917 -1.746 0.846
O -0.269 -2.984 2.214
S -0.614 -1.803 1.466
Cl 2.277 0.893 -0.297
H 0.645 -1.046 -1.914
H -0.884 -0.781 -1.049
H 0.558 -2.807 -0.340
H 1.597 -1.636 0.487
H 0.565 -0.167 2.828
H -1.058 0.437 2.152
H -1.263 1.552 -0.500
H -0.244 2.194 -1.784
H 0.106 2.624 -0.118
```


No. 4
Entry from the OMol25 dataset: a molecular structure, C11H27N3O12PSV (the ωB97M-V functional and the def2-TZVPD basis).

As for the total energy: -3186.29304 hartree. The spin multiplicity is 2. For the HOMO-LUMO gap (alpha / beta), the calculation gives 7.739 / 7.766 eV. As for the relative energy (zero: lowest compared OMol25 entry of this formula, charge and spin): 5.0 kcal per mole. As for the charge: -1. As for the expectation value of S²: 0.77.

```
56
C11H27N3O12PSV the ωB97M-V functional and the def2-TZVPD basis
O 2.281 1.114 -0.198
V 3.346 1.136 0.950
O 2.049 -0.629 4.359
C 2.480 0.008 3.249
O 3.697 0.202 3.023
O 1.705 0.359 2.314
H 2.903 -0.788 4.803
O 4.018 5.135 2.193
C 3.424 4.424 1.193
O 3.175 3.193 1.461
O 3.160 5.000 0.141
H 4.182 4.520 2.919
O 6.910 2.058 -0.915
C 5.732 1.681 -0.403
O 5.622 1.188 0.757
O 4.655 1.812 -1.028
H 6.721 2.430 -1.785
O -3.655 1.757 -0.299
P -3.753 0.285 -0.237
N -4.790 -0.308 -1.429
C -5.361 0.581 -2.420
C -5.253 -1.685 -1.427
N -4.396 -0.353 1.166
C -3.550 -0.334 2.364
C -5.839 -0.308 1.455
N -2.270 -0.464 -0.469
C -1.120 0.398 -0.831
C -2.069 -1.905 -0.622
H -5.461 0.130 -3.404
H -4.661 1.416 -2.543
H -6.251 1.131 -2.096
H -6.329 -1.785 -1.592
H -5.024 -2.128 -0.456
H -4.737 -2.313 -2.159
H -3.731 -1.247 2.934
H -2.508 -0.339 2.040
H -3.733 0.560 2.965
H -6.352 -0.889 0.689
H -5.975 -0.745 2.439
H -6.203 0.721 1.397
H -0.959 1.140 -0.051
H -0.154 -0.083 -0.957
H -1.408 0.913 -1.751
H -2.440 -2.399 0.278
H -1.012 -2.103 -0.774
H -2.579 -2.304 -1.502
C 4.984 -3.234 -1.076
S 3.688 -1.937 -0.926
O 4.036 -1.012 0.203
C 4.217 -1.045 -2.431
H 4.638 -4.118 -0.536
H 5.950 -2.919 -0.688
H 5.064 -3.582 -2.106
H 3.503 -0.239 -2.625
H 4.323 -1.652 -3.326
H 5.109 -0.444 -2.234
```


No. 5
Entry from the OMol25 dataset: a molecular structure, C5H7NO (the ωB97M-V functional and the def2-TZVPD basis).

As for the total energy: -324.53981 hartree. For the HOMO-LUMO gap, the calculation gives 8.955 eV. As for the relative energy (zero: lowest compared OMol25 entry of this formula, charge and spin): 115.9 kcal per mole.

```
14
C5H7NO the ωB97M-V functional and the def2-TZVPD basis
O 2.056 -0.297 -0.989
C 1.195 -0.083 0.070
C 0.435 1.123 -0.070
C -1.013 0.904 0.136
C -1.389 -0.452 -0.476
C -0.472 -0.884 0.663
N -0.667 0.256 1.413
H 2.844 -0.767 -0.692
H 1.629 -0.380 1.017
H 0.866 2.028 -0.507
H -1.660 1.782 0.136
H -1.110 -0.669 -1.512
H -2.438 -0.700 -0.290
H -0.276 -1.861 1.100
```


No. 6
Entry from the OMol25 dataset: a molecular structure, C36H57MoN11O6PSe (the ωB97M-V functional and the def2-TZVPD basis).

As for the total energy: -5270.78846 hartree. The spin multiplicity is 3. For the HOMO-LUMO gap (alpha / beta), the calculation gives 7.101 / 7.530 eV. As for the relative energy (zero: lowest compared OMol25 entry of this formula, charge and spin): 0.0 kcal per mole. As for the charge: +1. As for the expectation value of S²: 2.01.

```
113
C36H57MoN11O6PSe the ωB97M-V functional and the def2-TZVPD basis
Mo -0.821 2.169 1.633
N -2.080 2.684 3.386
C -2.531 1.473 4.106
C -2.684 0.359 3.081
O -3.087 -0.761 3.405
N -2.378 0.790 1.859
C -2.771 0.108 0.649
C -2.576 1.116 -0.483
O -3.145 1.054 -1.536
O -1.730 2.101 -0.167
H -1.532 3.278 4.003
H -2.881 3.218 3.057
H -3.505 1.630 4.573
H -1.814 1.216 4.884
H -3.815 -0.207 0.691
H -2.168 -0.775 0.408
N 0.262 0.241 1.404
C 0.485 -0.426 2.691
C 1.826 -1.179 2.700
C 2.296 -1.787 4.021
C 1.456 -2.945 4.551
N 0.112 -2.503 4.924
C -0.941 -3.298 4.991
N -0.768 -4.630 4.975
N -2.173 -2.794 5.073
C 0.388 0.625 3.803
O 0.324 0.265 4.974
O 0.318 1.849 3.412
H -0.180 -0.353 0.689
H 1.153 0.461 0.962
H -0.335 -1.135 2.832
H 2.601 -0.489 2.351
H 1.761 -1.965 1.941
H 2.387 -1.023 4.794
H 3.301 -2.179 3.858
H 1.959 -3.372 5.424
H 1.373 -3.727 3.791
H 0.006 -1.495 5.109
H 0.125 -5.027 5.208
H -1.562 -5.245 4.970
H -2.404 -1.874 4.685
H -2.950 -3.420 5.200
N 0.931 2.782 0.693
C 1.890 2.680 0.024
N 2.922 2.619 -0.702
C 3.610 1.486 -0.682
N 4.218 0.504 -0.697
Se -2.377 4.752 -0.052
N -1.341 4.263 1.338
C -0.936 5.353 1.978
C -0.053 5.382 3.097
C 0.242 6.592 3.637
C -0.298 7.816 3.121
C -1.124 7.826 2.049
C -1.466 6.579 1.438
N -2.249 6.449 0.385
H 0.397 4.467 3.467
H 0.920 6.646 4.479
H -0.020 8.743 3.601
H -1.531 8.737 1.635
O -0.289 -0.552 -1.039
P 0.348 -0.993 -2.335
C 0.978 0.446 -3.255
C 1.417 0.146 -4.707
C 1.287 1.387 -5.595
C 1.722 2.623 -4.817
C 0.724 2.919 -3.688
C 0.027 1.648 -3.180
C 1.814 -2.028 -1.999
C 1.672 -2.937 -0.775
C 3.073 -3.286 -0.250
C 4.093 -3.384 -1.394
C 3.420 -3.869 -2.674
C 2.362 -2.862 -3.168
C -0.833 -1.926 -3.354
C -1.912 -1.027 -3.981
C -3.045 -1.891 -4.524
C -3.779 -2.622 -3.386
C -2.906 -2.738 -2.136
C -1.458 -3.058 -2.493
H 1.872 0.714 -2.678
H 0.846 -0.680 -5.138
H 2.462 -0.173 -4.700
H 0.251 1.511 -5.923
H 1.884 1.252 -6.498
H 1.820 3.488 -5.474
H 2.718 2.441 -4.400
H -0.040 3.614 -4.045
H 1.239 3.418 -2.865
H -0.865 1.451 -3.774
H -0.321 1.787 -2.155
H 2.564 -1.271 -1.738
H 1.140 -3.848 -1.063
H 1.068 -2.458 -0.001
H 3.029 -4.232 0.297
H 3.405 -2.520 0.456
H 4.908 -4.052 -1.113
H 4.543 -2.404 -1.568
H 2.950 -4.838 -2.487
H 4.160 -4.036 -3.457
H 1.550 -3.410 -3.652
H 2.793 -2.206 -3.925
H -0.270 -2.380 -4.174
H -1.469 -0.435 -4.784
H -2.307 -0.321 -3.246
H -2.627 -2.613 -5.231
H -3.745 -1.277 -5.093
H -4.074 -3.620 -3.720
H -4.701 -2.096 -3.133
H -3.306 -3.505 -1.468
H -2.925 -1.796 -1.582
H -1.410 -4.003 -3.040
H -0.890 -3.205 -1.572
```


No. 7
Entry from the OMol25 dataset: a molecular structure, C2H3AgFO2 (the ωB97M-V functional and the def2-TZVPD basis).

As for the total energy: -475.18222 hartree. The spin multiplicity is 2. For the HOMO-LUMO gap (alpha / beta), the calculation gives 5.574 / 7.211 eV. As for the relative energy (zero: lowest compared OMol25 entry of this formula, charge and spin): 0.0 kcal per mole. As for the expectation value of S²: 0.76.

```
9
C2H3AgFO2 the ωB97M-V functional and the def2-TZVPD basis
F 4.382 -0.763 -0.232
H 4.954 -0.786 0.516
O 0.495 0.293 0.045
C -0.383 -0.468 -0.143
C -1.908 -0.278 -0.137
O -2.220 1.004 0.064
H -2.249 -0.998 0.642
H -2.220 -0.720 -1.111
Ag -0.851 2.716 0.356
```


No. 8
Entry from the OMol25 dataset: a molecular structure, C35H54F6N3O27S2Zr (the ωB97M-V functional and the def2-TZVPD basis).

As for the total energy: -5004.14726 hartree. For the HOMO-LUMO gap, the calculation gives 6.471 eV. As for the charge: -1.

```
128
C35H54F6N3O27S2Zr the ωB97M-V functional and the def2-TZVPD basis
Zr -0.318 -1.235 -4.364
C -1.824 0.796 -4.717
O -0.646 0.952 -4.268
O -1.362 0.185 -5.799
O -2.214 -0.129 -3.930
C -0.229 -3.542 -5.349
O 0.608 -3.296 -4.388
O 0.078 -2.487 -6.092
O -1.325 -3.156 -4.868
N 0.546 -1.029 -2.412
S 1.553 -0.257 -1.461
O 2.795 -0.899 -1.115
O 1.028 0.772 -0.629
F 2.116 0.621 -2.697
S -0.017 -1.886 -1.035
O -0.890 -1.170 -0.158
O 0.870 -2.891 -0.466
F -0.954 -2.824 -1.956
C -5.773 2.290 -2.811
C -6.013 1.346 -1.618
C -7.485 0.854 -1.767
C -7.727 -0.400 -0.907
C -6.658 -1.471 -1.173
C -5.219 -0.990 -1.053
N -5.074 0.239 -1.733
O -3.725 0.686 -1.741
C -4.800 -1.075 0.472
C -4.459 -2.077 -1.861
C -5.925 2.111 -0.270
H -5.807 1.570 -3.635
H -4.777 2.730 -2.807
H -6.536 3.033 -3.039
H -8.116 1.729 -1.613
H -7.619 0.516 -2.799
H -8.745 -0.741 -1.105
H -7.702 -0.093 0.143
H -6.921 -1.968 -2.110
H -6.917 -2.243 -0.444
H -3.737 -0.862 0.564
H -5.297 -0.253 0.992
H -5.211 -2.036 0.770
H -3.388 -1.868 -1.877
H -4.638 -3.049 -1.403
H -4.741 -2.026 -2.912
H -6.709 1.819 0.432
H -6.189 3.165 -0.412
H -4.954 2.181 0.217
H -3.357 0.309 -2.562
C 2.996 -2.128 2.142
C 2.280 -1.263 3.189
C 2.200 -2.103 4.442
C 1.755 -1.325 5.649
C 2.729 -0.131 5.805
C 2.870 0.760 4.549
N 3.051 -0.031 3.329
O 3.164 0.703 2.131
C 1.730 1.801 4.425
C 4.174 1.553 4.775
C 0.889 -0.982 2.569
H 3.002 -1.738 1.122
H 2.524 -3.090 1.918
H 4.046 -2.297 2.391
H 1.479 -2.910 4.292
H 3.159 -2.570 4.676
H 1.926 -1.979 6.513
H 0.683 -1.161 5.766
H 3.724 -0.291 6.217
H 2.275 0.576 6.507
H 1.966 2.705 4.994
H 1.806 2.315 3.462
H 0.759 1.367 4.655
H 4.344 2.150 5.673
H 5.078 0.954 4.636
H 4.300 2.342 4.028
H 0.501 -1.923 2.169
H 0.923 -0.365 1.671
H 0.118 -0.604 3.243
H 4.125 0.786 2.134
C 3.759 0.693 -7.690
C 3.682 1.970 -6.840
O 2.719 1.663 -5.843
C 2.189 0.430 -6.059
O 1.571 -0.224 -5.280
O 2.739 -0.124 -7.169
H 4.679 0.114 -7.603
H 3.656 0.940 -8.746
H 3.429 2.778 -7.522
H 4.620 2.130 -6.313
C 0.213 -6.164 1.189
C -0.832 -5.554 2.146
O -1.529 -4.709 1.260
C -1.628 -5.414 0.086
O -2.397 -5.259 -0.790
O -0.550 -6.269 0.002
F -0.400 -4.811 3.177
H 0.574 -7.143 1.498
H 1.063 -5.497 1.031
H -1.481 -6.331 2.564
C 6.035 -0.271 -0.781
C 6.550 1.110 -0.425
O 6.640 1.016 0.992
C 6.418 -0.246 1.426
O 6.393 -0.496 2.589
O 6.227 -1.084 0.376
F 5.598 2.066 -0.633
H 6.542 -0.735 -1.626
H 4.960 -0.298 -0.962
H 7.503 1.450 -0.826
C -0.950 2.101 1.819
C -2.412 2.121 1.379
O -2.741 3.491 1.464
C -1.816 4.156 2.214
O -1.852 5.304 2.544
O -0.814 3.348 2.497
F -3.121 1.402 2.314
H -0.218 1.985 1.013
H -0.530 1.306 2.434
H -2.699 1.767 0.389
C 2.874 3.633 0.717
C 2.412 5.094 0.708
O 2.344 5.240 2.128
C 3.350 4.601 2.722
O 3.752 4.742 3.843
O 3.747 3.664 1.853
F 1.141 5.142 0.246
H 3.282 3.245 -0.213
H 2.093 2.959 1.072
H 3.046 5.890 0.322
```


No. 9
Entry from the OMol25 dataset: a gas-phase ion, C5H10N (charge +1) (the ωB97M-V functional and the def2-TZVPD basis).

As for the total energy: -250.86682 hartree. For the HOMO-LUMO gap, the calculation gives 8.420 eV. As for the relative energy (zero: lowest compared OMol25 entry of this formula, charge and spin): 86.9 kcal per mole. As for the charge: +1. The SMILES is C=CCC(C)=[NH2+].

```
16
C5H10N the ωB97M-V functional and the def2-TZVPD basis
C 2.266 0.055 0.136
C 1.998 -0.879 -1.015
C 0.909 0.774 0.501
C -0.350 0.170 -0.073
C -0.856 -1.278 0.175
N -1.350 0.896 -0.509
H 3.178 0.176 0.730
H 2.158 -1.910 -1.356
H 0.829 0.364 1.552
H 0.872 1.941 0.403
H -1.018 -1.831 -0.888
H -1.921 -1.401 0.590
H -0.188 -1.919 0.653
H -2.181 0.415 -0.756
H 1.088 -0.727 -1.912
H -1.488 1.903 -0.333
```


No. 10
Entry from the OMol25 dataset: 2 unconnected molecules or ions with the total composition C3H12N2O (the ωB97M-V functional and the def2-TZVPD basis).

As for the total energy: -306.19949 hartree. For the HOMO-LUMO gap, the calculation gives 10.340 eV. As for the relative energy (zero: lowest compared OMol25 entry of this formula, charge and spin): 27.9 kcal per mole. The SMILES is NCCCN.O.

```
18
C3H12N2O the ωB97M-V functional and the def2-TZVPD basis
C 0.561 -1.806 0.373
C -0.575 -0.917 -0.089
C -0.943 0.329 0.711
N -1.903 1.207 0.046
N 1.288 -2.329 -0.832
H 0.599 -2.771 0.829
H 1.308 -1.203 1.044
H -1.524 -1.508 -0.141
H -0.470 -0.583 -1.142
H -1.194 0.029 1.742
H 0.012 0.889 0.857
H -1.960 2.015 0.644
H -2.825 0.752 0.125
H 0.487 -2.802 -1.333
H 1.437 -1.533 -1.484
H 1.271 3.369 -0.957
H 2.524 3.097 -0.041
O 1.908 3.764 -0.352
```


No. 11
Entry from the OMol25 dataset: a gas-phase ion, C10H10N3 (charge +1) (the ωB97M-V functional and the def2-TZVPD basis).

As for the total energy: -550.86876 hartree. For the HOMO-LUMO gap (alpha / beta), the calculation gives 6.154 / 6.594 eV. As for the relative energy (zero: lowest compared OMol25 entry of this formula, charge and spin): 91.2 kcal per mole. As for the charge: +1. The SMILES is C=C/N=[N+]1/C(C)=Cc2ccncc21.

```
23
C10H10N3 the ωB97M-V functional and the def2-TZVPD basis
C -2.894 -0.440 -0.158
C -0.850 -2.066 -0.290
C -3.115 0.948 0.041
C -0.933 1.531 0.095
C -1.574 -0.792 -0.378
C -0.554 0.254 -0.135
C 0.497 -1.738 -0.131
C 1.993 3.060 0.215
C 2.336 1.593 0.034
C 1.526 -2.792 0.048
N -2.208 1.867 0.153
N 0.697 -0.368 -0.022
N 1.878 0.145 0.070
H -3.804 -1.174 -0.153
H -1.229 -2.980 -0.734
H -4.062 1.418 0.188
H 1.219 3.492 0.818
H 2.803 3.782 -0.146
H -0.290 2.398 0.246
H 3.386 1.334 -0.147
H 1.095 -3.448 0.845
H 1.592 -3.442 -0.901
H 2.493 -2.581 0.440
```


Question: The highest total energy belongs to which entry?
Answer: C5H10N


Question: What is the total energy in the first record?
Answer: -1095.05890 hartree


Question: Which value of total energy does entry 2 give?
Answer: -363.63555 hartree